No. 1
This record from OMol25 describes a single C5H5NO molecule. The level of theory is ωB97M-V with the def2-TZVPD basis set.

## Properties
**Frontier orbital gap**: 8.309 eV
**Lowest unoccupied orbital energy**: -0.338 eV
**Relative energy (zero: lowest compared OMol25 entry of this formula, charge and spin)**: 123.2 kcal per mole
**DFT total energy**: -323.32338 Eh
**Molecular weight**: 95.101 g/mol
**F_max**: 0.8 eV/A

Positions of all 12 atoms, in Å:
H -1.54318 0.92939 0.68512
O 0.71553 2.08102 1.40096
H -0.74167 -0.98958 -1.28294
N -1.23489 0.66988 -0.25756
C 1.81980 0.15808 0.51211
H -2.52393 -0.78946 -1.24356
C 0.82716 1.25827 0.52061
C 2.59341 -0.76610 0.43203
C -0.00857 0.97795 -0.67148
H 3.29970 -1.56848 0.35924
H -1.60436 -1.28005 0.23097
C -1.59901 -0.68092 -0.68549

No. 2
This record from OMol25 describes a molecular structure, C34H35BClI2N8O3Re in a non-equilibrium geometry. The level of theory is ωB97M-V with the def2-TZVPD basis set.

## Properties
**Spin multiplicity**: 4
**Frontier orbital gap (alpha / beta)**: 7.839 / 5.897 eV
**Lowest unoccupied orbital energy (alpha / beta)**: -2.155 / -4.180 eV
**Relative energy (zero: lowest compared OMol25 entry of this formula, charge and spin)**: 34.2 kcal per mole
**DFT total energy**: -3139.11163 Eh
**Total charge**: +1
**Molecular weight**: 1089.987 g/mol
**⟨S²⟩**: 3.7744
**F_max**: 3.3 eV/A

Positions of all 85 atoms, in Å:
H -1.99959 3.20071 4.22833
H -2.65499 5.00771 -3.02187
C 0.59911 2.19961 1.32543
C 2.05291 1.29161 -3.75707
H -1.47669 -3.54589 -3.53147
N -0.83849 2.45021 -1.88507
N -0.40989 -1.80679 1.07483
C 4.79451 0.28281 1.62353
H 3.10991 -0.88819 4.30693
C -2.19199 2.26331 3.71593
C -2.55899 -0.15549 -1.91207
C 5.14901 -0.24309 4.33553
C 0.11281 -2.97269 1.48203
C 1.24471 -3.67669 0.82083
H -3.02009 -0.03699 2.48833
C -0.98749 4.17481 -4.05817
H -2.34079 -1.52179 4.62523
H 1.84091 -3.00919 0.20113
C -1.15609 2.04251 2.67833
I 3.45621 -0.24529 -3.47887
C -5.11039 -0.07819 0.73033
H -0.50639 -5.77439 -3.76247
C -0.57789 -3.39009 2.61453
H -0.24889 -5.28379 -2.08847
C 0.06571 -2.69169 -2.51047
H 0.22851 3.75061 2.85463
H -5.12399 -0.97109 1.35233
Re 0.29601 -0.43809 -0.31087
C 2.01281 2.08171 -4.89247
B -2.14399 -0.15389 1.71893
O 1.22361 0.67601 -1.68537
H -3.18359 2.30231 3.26923
H 5.28481 -0.45869 5.38433
H 2.75261 1.94901 -5.66537
C 1.01981 3.03161 -5.02377
C 0.06631 2.37871 -2.86817
C -2.51969 -2.36969 3.96753
C 1.11811 1.40651 -2.71907
H -2.27919 0.75241 -3.81277
H -2.47489 -0.98559 -3.85777
C 3.93531 -0.49919 3.73043
N -1.40089 -1.47329 1.92103
C -2.02219 -0.17119 -3.29757
H 4.65551 0.49161 0.57263
H -2.43229 -3.28129 4.54853
C 6.00731 0.56571 2.22883
C -1.88719 4.25291 -3.02757
C -3.90479 -0.09389 -1.55637
H -4.75189 -0.07269 -2.21157
C 3.74581 -0.23789 2.37533
C 1.82111 2.66511 0.61773
C 0.03571 3.20811 -4.01797
H -1.03699 4.85281 -4.89457
N -2.66249 -0.14869 0.25963
H -5.08939 0.78991 1.38603
C 6.17651 0.30161 3.57983
C -1.78889 3.34471 -1.96557
H 0.86991 -4.49719 0.20763
N -0.07399 1.07821 1.02243
H 1.57121 3.49681 -0.04227
H -2.50529 3.36821 -1.15507
Cl 0.96751 4.01251 -6.43807
N 0.37271 -1.94669 -1.68617
C -1.52659 -2.41129 2.86953
N -1.82059 -0.19909 -0.79647
H -0.94399 -0.28229 -3.30057
H 2.56071 3.01671 1.33463
H -2.18129 1.45971 4.44983
N -1.14099 0.99691 1.83853
H -3.53319 -2.29329 3.57973
C -3.93139 -0.09479 -0.17017
C -0.38489 -3.63369 -3.49027
O 1.41081 -0.47499 2.57743
C 0.01291 -5.06779 -3.12057
O 2.26461 -0.55849 0.54053
H 1.89391 -4.09879 1.58523
H 1.08221 -5.20669 -3.24427
H 2.25631 1.86621 0.02323
I 8.02331 0.74111 4.50783
C -0.05719 2.83601 2.37443
H -0.40319 -4.27349 3.19323
H 0.02401 -3.36619 -4.46987
H 6.81221 0.99441 1.64873
H -6.01969 -0.05379 0.13813
C 2.37561 -0.44729 1.81693

No. 3
This record from OMol25 describes a molecular structure, C40H65AsBaO11PS4Si in a non-equilibrium geometry. The level of theory is ωB97M-V with the def2-TZVPD basis set.

## Properties
**Frontier orbital gap**: 6.920 eV
**Lowest unoccupied orbital energy**: 1.914 eV
**Relative energy (zero: lowest compared OMol25 entry of this formula, charge and spin)**: 30.5 kcal per mole
**DFT total energy**: -6876.10176 Eh
**Total charge**: -1
**Molecular weight**: 1121.527 g/mol
**F_max**: 3.0 eV/A

Positions of all 124 atoms, in Å:
H 0.88699 2.54389 5.01657
H 1.92574 0.50441 -5.27743
H 4.15174 2.62838 -3.94235
C -3.29234 -4.00079 -0.27653
C 0.39267 2.15620 4.12143
H 1.66474 -1.12675 -5.94137
C 2.58848 -1.38299 5.17325
C -2.17147 -4.80179 0.03754
O 1.66153 2.31968 -3.70401
C -2.23131 2.72670 -3.09391
C -1.91756 2.19113 2.95083
H 3.42464 0.26147 -2.50073
H -5.55817 -6.49968 -0.67388
H 3.44437 0.89402 -0.88140
C 2.12099 3.93276 -5.36731
C -3.50905 -6.79412 -0.12910
H -1.03764 -2.09348 6.78931
As -3.55287 -2.11022 0.28875
H 2.55325 4.91183 -5.58757
O 0.42325 0.13417 -3.07952
C 1.19051 2.55355 2.88653
C 4.29893 -1.78626 0.58502
C -1.04479 2.69000 4.09674
C -4.49815 -4.63940 -0.51256
C -1.44054 -0.94630 5.02763
H 4.13918 -3.92966 0.98105
S -0.49512 -4.14850 0.05711
C 3.65549 1.18432 5.13602
C -2.22115 3.99425 -2.24227
H 3.67704 -2.26024 -3.08750
O 2.55187 0.73645 1.45295
C -0.76231 -0.11226 -5.20360
H 2.64257 3.17742 -5.95865
H 0.36410 1.07498 4.21553
H -1.40475 -6.75945 0.34916
H 3.51302 -4.68144 -2.85895
H 2.06890 5.62536 -3.14513
H -3.59225 -7.87127 -0.05605
H -4.27373 0.84217 4.47390
H -1.52445 2.42830 5.04307
C 5.39896 0.26398 -1.59228
H 5.33477 -1.91554 0.25908
C -2.28517 -6.17582 0.11534
C 3.83534 0.37421 6.24940
H -1.03130 3.78367 4.04154
H 5.66814 1.18207 -2.12022
O -2.88642 -2.46636 1.93161
H -3.16492 -1.48293 7.89176
S 2.78925 1.69425 2.55887
O -2.57236 -0.90964 -0.35962
H -1.52773 3.86744 -1.40980
C 3.88257 0.12059 -1.51662
H -2.59317 3.73536 -4.96548
C 3.84481 -2.98015 1.42897
H -1.89853 4.84979 -2.84058
H 1.43641 3.61737 2.91046
C 3.26175 -4.06912 -1.99036
H 4.27744 -2.93966 2.43154
C 3.69803 3.49791 -3.46322
C 3.88806 -2.67801 -2.09900
H 1.48344 4.38354 -2.00797
H -2.95071 2.52871 3.06766
H 2.17470 -4.01383 -1.91492
H 5.84316 0.31767 -0.59690
H 3.76667 3.36902 -2.38114
C 0.08203 -2.05406 -3.88290
C 2.41091 -0.58019 4.05706
H 3.60720 -4.59862 -1.10213
Ba -0.20221 -1.06926 0.13640
H 4.97635 -2.73442 -2.00182
C 1.53062 4.67875 -3.05707
C -1.73766 -1.43373 6.29302
H 2.17639 -2.38445 5.18403
O -0.60416 -3.26777 -1.11857
C -3.83846 -0.26102 6.26301
H -0.57226 0.90983 -5.53192
S -2.03350 0.39434 2.71654
H 0.08760 -2.71451 -4.75282
H -3.22012 4.19919 -1.85027
H -4.77535 -0.00265 6.73912
O -0.29542 -3.38294 1.32674
H -4.07248 3.24590 -4.11058
C -3.05123 2.95046 -4.36049
H -3.82603 1.76920 -1.98814
O -0.90249 2.45406 -3.53865
C -3.55280 0.22605 4.99838
H -0.84285 -0.76006 -6.07949
C 0.35600 -0.61612 -4.29627
H -1.71407 -0.12574 -4.67099
H -2.80342 0.64354 -2.88978
C 2.23402 3.60420 -3.88075
H 4.25537 4.39249 -3.75167
C -2.34350 -0.10591 4.40216
H 0.84199 -2.39297 -3.17746
O 0.44454 -5.22917 -0.06042
H 4.07814 2.18229 5.10575
C -4.60499 -6.02832 -0.46842
C 2.93287 0.70408 4.05619
C 1.69481 -0.52976 -5.02685
H 0.67191 2.34438 1.94714
H 2.49254 -0.91219 -4.38758
C -2.93062 -1.09012 6.91075
H -2.20713 1.37142 -1.40224
H 4.40483 0.73803 7.09508
C 3.30007 -0.90645 6.26804
H 2.75709 -3.00701 1.53554
H 3.45203 -1.54184 7.13125
H 4.24429 -0.87526 1.18290
C -2.79959 1.55914 -2.29639
H 5.86755 -0.56731 -2.12395
H -3.08680 2.03450 -4.95240
H -5.37383 -4.02793 -0.69510
H 0.50886 4.82125 -3.41240
O -5.13394 -1.76327 0.36827
S 0.56614 2.03095 -0.75887
H -1.57539 2.53466 1.97017
H -0.88587 -2.13074 -3.38559
H 1.06942 3.93411 -5.65811
O -0.60611 -0.00826 2.44688
H -0.52860 -1.22142 4.51402
Si 0.40054 1.76487 -2.78858
H -1.93175 -2.60601 1.77980
P 3.20639 -1.46806 -0.87413
H 1.88796 -0.93730 3.17784

No. 4
This record from OMol25 describes 3 unconnected molecules or ions with the total composition C40H67FN4O5P2 in a non-equilibrium geometry. The level of theory is ωB97M-V with the def2-TZVPD basis set.

## Properties
**Spin multiplicity**: 3
**Frontier orbital gap (alpha / beta)**: 5.874 / 5.875 eV
**Lowest unoccupied orbital energy (alpha / beta)**: -1.693 / -1.691 eV
**DFT total energy**: -2941.22690 Eh
**Molecular weight**: 764.945 g/mol
**⟨S²⟩**: 2.0096
**F_max**: 9.3 eV/A

Positions of all 119 atoms, in Å:
C -9.00098 -0.43706 1.76879
C 2.23843 -4.29548 4.58130
H 2.17228 6.52105 -1.06329
H -6.22864 -0.11730 1.11049
H 5.26467 -3.54115 8.05880
H -1.41955 5.54508 -6.08226
C -3.69290 -3.86332 4.62724
H -6.96768 1.25388 -0.06788
C 4.19717 -5.75038 4.72095
C 2.26117 6.58776 -3.27199
P 0.14265 -2.56647 -0.40714
C -5.25504 -2.76066 1.38630
C 1.36917 5.63638 -5.94306
C 6.62959 -1.85118 3.93582
C -0.90808 -5.16832 -1.38189
H 5.17347 -5.99399 5.13948
H 3.44754 5.76210 -6.47209
O 3.88164 -2.10694 4.14210
C 3.84155 -3.99733 6.51545
C 5.96295 -3.07369 4.64944
H 1.45671 4.54450 -5.86999
H -1.26134 -5.61908 -0.34437
C 5.27175 -3.85290 7.01061
H -0.59238 7.66542 -6.19850
N 4.56488 -3.33667 4.17112
H -0.70579 8.04387 -4.47947
C -8.38925 -0.51668 0.25013
C 2.24820 8.14388 -3.24262
O -1.58659 -4.11020 1.96184
C -2.09822 -0.91203 -1.93584
H -8.73867 0.58738 2.28328
H 4.21942 6.60495 -4.25043
C -1.01997 -0.36327 -3.04048
H 2.54717 8.58667 -4.19533
H -1.74639 5.69249 -4.35173
P -4.31857 0.83354 -3.39351
H 3.81502 6.65433 -1.70584
H 2.93993 8.54973 -2.49439
H -8.64846 -1.34202 2.45971
C -3.68296 -0.40673 -2.05226
H 3.79989 -1.08627 -0.11202
H -1.78345 -4.50427 -1.79355
C -2.80788 -2.44537 0.29879
H -0.71504 -6.02367 -2.15902
H 6.46959 -4.83308 3.41068
H 7.67755 -1.74634 4.23716
C 6.03780 -2.82106 6.18199
H 1.20045 -4.28956 -2.07754
H 1.08354 -4.90422 -0.30182
H 6.14936 -0.89892 4.18564
H -1.15487 3.18078 -1.87494
C -2.69700 -3.48244 1.56596
H 0.80698 8.28384 -5.36965
H -0.21691 1.92804 -0.82424
C 1.52070 -1.29791 -0.71983
C -0.78827 1.25874 -3.04231
H 1.72811 -3.35684 4.82601
C -3.90715 -2.75969 3.41572
H 1.68880 -5.08725 5.10746
C -5.13976 2.26952 -2.40849
C 2.75161 6.24849 -5.78285
O -6.56253 -2.75843 1.67469
N 0.86522 6.08280 -3.49311
C 6.87485 -4.27426 4.26267
C -4.38884 -2.01197 0.20716
H 7.03040 -4.97008 5.09016
C 2.90501 -1.86135 0.03094
H 0.34956 1.50389 -3.30833
H -6.28137 1.95256 -2.27337
F -1.61236 -0.69601 -4.39104
H 2.99406 5.11212 -1.76706
H 1.19856 -0.27946 -0.23856
N -4.12459 -3.53136 2.10055
H 1.83976 -1.18677 -1.86392
H 3.29125 -3.07811 6.75508
C -3.51363 -4.62578 5.78724
H 7.87585 -3.95079 3.95215
H 2.68306 -2.10889 1.15297
H -5.04545 3.30631 -2.99076
H 2.12281 -4.47862 3.50606
H 3.21516 -2.81584 -0.61365
H 3.49989 -6.46904 5.17239
C -0.04715 7.61835 -5.24614
O 0.82819 4.73308 -3.09713
C -1.08668 2.01599 -1.62199
H 3.34569 -4.80073 7.08434
H 5.78736 -4.81985 6.98240
H -10.18381 -0.50427 1.65670
H -2.90671 -2.14844 3.26609
H 1.26047 8.53596 -2.97232
H 1.00383 5.84044 -6.96280
H -1.45198 1.75430 -3.88508
H 2.73664 7.30879 -6.06065
H 6.60913 -1.97015 2.84519
O -5.50182 0.06921 -4.43709
C -1.60987 -1.92297 -0.74487
C -0.99562 5.37178 -5.08422
H -3.40632 -5.38496 6.69056
N -6.25418 -0.50165 -1.12980
H -0.86824 4.28705 -4.99208
H -8.41295 -1.66426 -0.07439
H -2.10052 1.74496 -1.10711
C -4.82259 -0.95859 -0.97075
C 3.26177 6.08450 -4.35072
H 7.08138 -2.80125 6.51151
H -5.11675 -0.84604 -4.63526
H 5.62635 -1.82737 6.41464
H 0.02204 -0.91536 -3.03280
H -4.67034 2.33699 -1.31262
H 3.47680 5.01764 -4.18823
C -6.83579 0.09039 0.13245
C 0.34583 6.15445 -4.89945
H 4.22234 -5.96210 3.64522
H -9.04405 0.11847 -0.49630
H -6.81131 -1.30003 -1.50653
H -4.86202 -2.09367 3.54827
C 3.74670 -4.28765 4.99510
C 2.83639 6.19098 -1.87203
C 0.49318 -4.28760 -1.13603